(1)
Computed, not measured: a 4-piece molecular cluster, C29H63N3O4 overall at a distorted geometry, with ωB97M-V with the def2-TZVPD basis set.

Computed properties:
- energy relative to the best compared isomer or geometry (same formula, charge and spin) (kJ/mol) = 317.6
- LUMO (eV) = 0.63
- SMILES = CC1(C)CCCC(C)(C)N1O.CC1(C)CCCC(C)(C)N1O.CC1(C)CCCC(C)(C)N1O.CCO

Element x y z (Å)
H: 13.6920 -20.7720 7.1850
C: 13.7140 -18.8020 6.2000
H: 8.0720 -19.2390 3.4820
H: 7.8400 -14.6090 10.8650
H: 10.2000 -21.0920 11.4710
C: 7.1030 -18.2070 11.0260
N: 7.9090 -21.3680 5.5710
H: 9.0610 -14.4300 12.1030
C: 9.5230 -21.6800 3.7560
H: 7.0380 -18.0210 5.6290
H: 14.6950 -18.2930 10.0290
C: 15.8280 -17.2310 7.6040
C: 12.9220 -18.1510 5.0670
H: 5.6230 -17.0630 10.0750
C: 13.2390 -20.2750 6.3580
H: 7.7200 -24.1850 5.3240
H: 10.7700 -20.2420 4.5520
O: 12.0230 -19.9120 10.1260
H: 12.1880 -20.4000 6.4540
H: 7.8090 -20.0260 10.0640
H: 13.8070 -15.7430 6.7550
H: 11.0750 -15.8540 10.9950
C: 14.3620 -17.1900 8.1410
H: 8.8090 -20.1250 7.6650
C: 8.3710 -15.1770 11.6910
H: 10.1110 -19.5060 9.5590
C: 15.2430 -18.8390 5.8180
H: 16.4060 -16.3050 7.7900
H: 10.1590 -15.5370 9.6760
H: 13.0100 -18.6450 4.0790
H: 9.0890 -18.5620 7.0250
O: 7.1320 -21.6970 6.4960
H: 11.0030 -20.6930 8.5510
C: 9.0320 -16.5180 11.3410
H: 10.7480 -17.1190 10.0480
H: 6.8460 -16.9270 9.2620
C: 6.9000 -19.3890 10.0780
H: 10.0630 -18.1950 12.1780
C: 10.3020 -16.2840 10.5010
H: 10.3910 -22.1870 3.4030
H: 6.1390 -19.3180 4.9950
H: 10.5070 -23.5480 5.6290
C: 8.2020 -19.8860 5.5860
O: 12.2180 -18.0610 7.8280
C: 6.8500 -19.1200 5.7990
N: 13.4400 -18.1710 7.5310
H: 10.7450 -22.3890 10.4100
H: 6.5760 -19.2440 12.9120
H: 5.9560 -16.6270 11.7110
H: 13.1700 -17.1270 4.9200
H: 7.4340 -23.4660 3.7770
C: 13.8230 -15.7920 7.8090
H: 7.5430 -17.1510 13.5820
H: 9.2980 -18.3920 4.4690
H: 12.3470 -19.2210 9.4650
C: 8.8850 -22.3050 4.9890
C: 15.8890 -17.5440 6.1080
O: 7.7780 -16.7380 9.3690
N: 8.1400 -17.3210 10.4710
C: 10.8370 -20.3210 9.5770
H: 9.1790 -21.5940 10.1470
C: 9.9660 -20.2440 3.8310
H: 6.1110 -19.9720 10.4500
H: 15.3630 -19.1780 4.7840
C: 5.7870 -17.4320 11.0920
H: 6.4450 -19.3010 6.7790
H: 8.9190 -24.2330 4.0870
C: 7.4780 -18.8220 12.3770
H: 10.3200 -19.9070 2.8230
H: 11.9070 -18.2500 5.2990
C: 8.1740 -23.5620 4.5660
H: 13.3430 -17.2540 10.0130
H: 14.3800 -14.9010 8.0690
H: 8.8460 -21.7000 2.8920
H: 6.7600 -19.2620 8.9810
H: 7.6600 -15.3150 12.5150
H: 14.8350 -16.5790 10.2200
H: 10.1080 -19.8930 6.6570
C: 8.2240 -17.9360 13.2960
H: 9.4490 -23.2060 6.9780
C: 9.9030 -22.8170 6.0490
H: 10.5130 -21.9690 6.3830
H: 15.3630 -16.6980 5.5550
C: 8.8190 -19.3530 4.2700
H: 7.4030 -21.3090 7.2960
H: 10.2060 -16.8080 13.2450
H: 8.6350 -18.6040 14.1160
C: 9.0680 -19.5870 6.7810
H: 16.3870 -18.0480 8.0400
H: 4.9110 -18.0090 11.3600
C: 9.4620 -17.3930 12.5480
H: 12.8160 -15.6170 8.2190
H: 15.7880 -19.5830 6.4140
H: 13.6400 -20.8250 5.5310
H: 8.1240 -19.6520 12.3110
H: 16.9690 -17.6680 5.8300
H: 11.7420 -17.4330 7.2620
C: 10.2580 -21.4430 10.4420
C: 14.3770 -17.3920 9.6910

Löwdin atomic charge list, values in e, 2 entries: 0.08, -0.42

***

(2)
Computed, not measured: C19H20Cl2CoNOP2 as an isolated structure, with ωB97M-V with the def2-TZVPD basis set.

Computed properties:
- spin multiplicity = 2
- net charge = +1
- LUMO (alpha / beta) (eV) = -3.84 / -3.42

Element x y z (Å)
H: -1.0468 -3.9480 -2.0479
C: 3.9965 -2.4322 -1.0066
H: 2.8996 1.4798 0.6594
H: -1.9252 -3.7150 1.2391
C: -1.4386 1.7744 -1.3374
C: 1.8414 1.4119 0.4043
C: 3.3954 -1.4217 -0.2727
H: 3.7057 -4.2620 -2.0882
H: -2.4423 -2.9772 -1.5552
H: -2.1498 4.5615 -3.1489
P: 1.1496 -0.1782 0.9016
H: 1.3045 2.2090 0.9199
H: -0.5595 -4.6649 0.6231
H: 1.2805 -4.3282 -1.6983
Cl: -1.1912 2.0540 -3.9991
C: 1.2555 -2.4978 -0.5622
Co: -0.9492 -0.2810 0.3526
O: -1.0190 0.5341 -1.3894
C: 2.0224 -1.4500 -0.0495
C: -1.7715 2.3205 -0.0645
N: -1.6006 1.4646 0.9870
Cl: -2.9604 6.0648 -0.8920
H: -2.6279 3.4351 3.4855
H: 5.0621 -2.4033 -1.1899
H: -2.9340 5.0294 1.6048
H: 1.7065 1.5387 -0.6695
H: 1.2339 -1.3366 3.0199
C: -0.8616 -3.6873 1.0018
H: -1.7308 1.1625 3.0108
H: -1.1678 -2.2342 -2.5354
H: 4.0005 -0.6108 0.1139
C: 3.2338 -3.4769 -1.5129
H: 2.7480 -0.4698 2.7054
H: -0.3029 -3.4797 1.9138
C: -2.3765 4.4400 -1.0424
C: 1.8658 -3.5131 -1.2911
C: -1.3682 -2.9523 -1.7410
C: -2.3920 3.1524 2.4703
C: -1.5823 2.6185 -2.4176
P: -0.5219 -2.4116 -0.2400
C: -2.2469 3.6324 0.1166
C: 1.6614 -0.4160 2.6250
C: -1.8939 1.8712 2.2075
C: -2.5603 4.0295 1.4298
H: 1.3067 0.4211 3.2279
C: -2.0488 3.9426 -2.2685

Löwdin atomic charge list, values in e, 2 entries: 0.05, -0.05

***

(3)
Computed, not measured: one molecule with the formula C4H3NO2 at a distorted geometry, with ωB97M-V with the def2-TZVPD basis set.

Computed properties:
- energy relative to the best compared isomer or geometry (same formula, charge and spin) (kJ/mol) = 594.7
- LUMO (eV) = -0.27
- SMILES = C#CC(=O)ON=C

Element x y z (Å)
H: 2.8191 -1.7947 0.2719
C: -2.9794 -0.6593 -0.0589
H: -3.9509 -0.9490 0.1384
O: 0.5518 -0.5813 -0.2494
C: 2.6346 -0.5353 0.1232
H: 3.6027 -0.0967 0.2341
C: -0.5059 0.3753 -0.0969
N: 1.6864 0.2929 -0.0397
C: -1.7420 -0.3257 0.2559
O: -0.3917 1.5389 0.0361

Löwdin atomic charge list, values in e, 2 entries: 0.17, 0.18

***

(4)
Computed, not measured: C35H40EuF5N8O2S2Si2 as an isolated structure at a distorted geometry, with ωB97M-V with the def2-TZVPD basis set.

Computed properties:
- spin multiplicity = 7
- net charge = -2
- LUMO (alpha / beta) (eV) = 4.17 / 3.17

Element x y z (Å)
H: 1.6878 2.0670 -3.9966
C: -3.2885 -0.0803 4.1758
N: 2.0847 2.9161 -3.5806
C: -3.2658 -2.7462 2.0030
F: 3.6614 -0.6159 7.6105
C: -0.1307 -1.1659 -3.9594
C: -2.9865 2.0971 2.1749
H: 1.3511 -3.6160 -1.3938
H: -2.9976 4.2859 -1.7657
C: -2.2935 -4.9501 1.8722
H: 3.9440 3.7858 -7.6224
C: -4.8240 -0.0573 1.4584
C: 3.0969 3.4183 -4.3755
H: 3.2747 -3.8483 2.4968
H: 3.3644 -1.4731 1.5009
H: 0.8818 -5.1022 -0.6634
O: 0.1817 3.6962 0.2566
C: 2.0292 -0.3218 4.3497
H: -4.2225 -4.5599 2.5294
H: -3.2679 2.1865 -3.2700
C: 5.1467 4.6244 -4.6106
S: 2.5297 1.3576 -0.0358
C: -1.6191 2.8178 -0.8126
H: 5.9631 5.1282 -4.0903
H: -4.0885 0.8740 -2.2246
H: 4.0206 -2.6453 0.3099
C: -1.0523 -1.9260 -4.5964
C: 1.9598 1.6147 -1.7453
C: -2.0882 4.2233 -1.1485
C: 3.1073 -2.0833 0.5876
N: -1.7757 0.5299 -1.2146
C: -1.2084 -1.7485 -1.7581
H: 5.9340 4.7963 -6.6172
C: -3.5729 1.8119 -2.2543
C: -0.9947 -2.9261 1.3458
H: -4.6286 -0.5157 0.4739
N: 0.7553 -0.3323 -1.9065
Si: -3.1732 0.2600 2.3356
N: -1.9058 -0.7148 1.6563
C: 5.0703 4.5333 -5.9733
O: -2.2921 -0.5555 -1.8207
C: -2.3131 1.6614 -1.4338
C: 2.1255 1.7879 5.3844
C: 2.8391 1.2480 6.4162
F: 3.1183 2.0950 7.4314
F: 1.8964 3.1004 5.4326
C: 2.7261 -0.8943 5.4265
H: 1.6934 -3.4785 3.2324
H: -2.3354 -6.0143 1.9725
C: 1.6531 1.0224 4.3014
C: -1.1367 -4.2969 1.4344
H: 1.0878 3.3409 0.2454
Eu: 0.1053 0.0392 0.6593
H: -0.8671 -2.0183 -0.7467
H: 2.0403 -5.1595 2.4005
H: 4.0256 4.2616 -2.7200
C: 3.0503 -0.1232 6.5077
H: -2.5860 -3.4217 -1.8900
N: -0.5195 2.6065 -0.1701
H: -1.2639 4.7580 -1.5871
H: -3.5165 2.4758 1.2907
H: -1.2062 -1.9287 -5.6802
H: -4.2184 -2.1389 2.3095
N: 2.2902 2.7246 -2.2729
S: 0.8306 1.7069 2.9462
H: 2.5586 -4.7680 -0.9905
H: -4.2791 2.5404 -1.8404
H: 3.0009 -1.3606 -0.2519
C: -3.3370 -4.1307 2.1461
C: -0.0723 -1.2047 -2.5493
H: -2.3669 4.7356 -0.2426
H: 0.5184 -0.4471 -4.5064
H: -3.0616 -1.1226 4.3893
F: 1.7512 -1.0726 3.2948
H: -5.4273 -0.8120 1.9408
C: 4.1291 4.1019 -3.8269
C: -1.8644 -2.8414 -3.8326
H: -2.4962 0.5852 4.5999
H: -1.9797 2.3450 2.0949
C: 2.9614 3.4425 -5.7664
C: -1.9586 -2.7675 -2.4855
H: -5.3772 0.9228 1.3250
C: 3.9898 3.9324 -6.5500
H: -4.2757 0.1308 4.6630
N: 1.2939 0.6053 -2.5230
N: 0.2042 -2.3657 0.9642
C: 2.1676 -4.0315 2.4287
F: 2.9122 -2.2266 5.4257
H: -2.5202 -3.5425 -4.3463
H: -3.3643 2.6363 3.0844
C: 1.6512 -4.3104 -0.6335
H: 2.0979 2.9568 -6.2350
Si: 1.6465 -3.2367 0.8021
H: -0.2962 -5.0178 1.1884
C: -2.0935 -2.0711 1.6416

Löwdin atomic charge list, values in e, 2 entries: 0.11, -0.18

***

(5)
Computed, not measured: one molecule with the formula C5H5N, with ωB97M-V with the def2-TZVPD basis set.

Computed properties:
- energy relative to the best compared isomer or geometry (same formula, charge and spin) (kJ/mol) = 497.6
- LUMO (alpha / beta) (eV) = -0.37 / -0.52
- SMILES = c1ccncc1

Element x y z (Å)
C: 1.3747 0.0003 0.0082
H: 0.6745 -1.6338 1.2933
H: 1.0295 1.8778 -1.1384
C: -1.4012 0.4377 -0.1231
C: 0.8068 1.1941 -0.3196
C: -1.0730 -0.8377 0.2371
N: -0.3518 1.1387 0.4405
C: 0.3312 -0.8090 0.6574
H: 2.3457 -0.4009 -0.2757
H: -2.1008 0.7921 -0.8804
H: -1.6356 -1.7593 0.1008

Löwdin atomic charge list, values in e, 2 entries: -0.10, 0.10